Molecular formula: C2H6OS
Method: DFT, the ωB97M-V functional and the def2-TZVPD basis

The geometry in XYZ format:
```
10
Properties=species:S:1:pos:R:3:forces:R:3
C 1.577169 1.175096 0.339560 0.8026 0.8562 0.5347
C 0.418829 0.829753 0.867404 -0.0858 -2.2561 -0.5397
O -0.794519 0.790121 0.205662 -0.2943 0.8044 0.3507
H 2.476732 0.760149 0.778436 -0.0440 0.4093 0.4478
H 1.747584 1.988253 -0.347405 -0.3553 -0.3987 -0.8366
H 0.404326 0.184061 1.744661 -0.0815 0.1995 0.1090
H -0.647257 0.330453 -0.626576 0.0774 0.4121 -0.1258
S -2.236637 -2.368305 -1.150767 0.3539 0.2718 0.0687
H -0.931649 -2.369491 -1.472177 -0.1129 -0.1922 -0.0854
H -2.014581 -1.320089 -0.338798 -0.2600 -0.1063 0.0765
```
Positions in Å, forces in eV/Å.

The highest occupied orbital energy comes out at -9.670 eV. The value obtained for the total energy is -15052.32721 eV. The value obtained for the gap between HOMO and LUMO is 10.31 eV. For the energy above the lowest of the compared OMol25 structures with the same formula, charge and spin, the calculation gives 25.5 kcal/mol. As for the SMILES: C=CO.S. For the LUMO energy, the calculation gives 0.0237 hartree. As for the multiplicity: 1.

***

Molecular formula: C2H6OS
Method: DFT, the ωB97M-V functional and the def2-TZVPD basis

The geometry in XYZ format:
```
10
Properties=species:S:1:pos:R:3:forces:R:3
C 2.260752 -1.022357 -0.289296 1.0261 2.2819 -3.5949
C 1.573483 -0.006755 -0.906412 1.4306 -2.5665 -0.2861
O 0.458544 0.556752 -0.405529 -1.7347 -0.1329 1.1134
H 1.922353 -1.545440 0.539774 -0.4728 -0.5459 1.6801
H 3.236984 -1.317657 -0.767924 -1.3657 0.0832 0.5680
H 1.820146 0.260903 -2.013208 -0.4228 0.1498 2.4432
H 0.046951 0.107719 0.413791 1.5593 0.6982 -1.9032
S -3.045354 0.662044 0.388896 0.8542 0.5811 -2.0259
H -3.773309 0.889380 -0.752606 0.0633 -0.2324 0.8509
H -1.930939 0.940481 -0.430778 -0.9376 -0.3166 1.1547
```
Positions in Å, forces in eV/Å.

The highest occupied orbital energy comes out at -9.003 eV. The value obtained for the total energy is -15052.35700 eV. The value obtained for the gap between HOMO and LUMO is 9.77 eV. For the energy above the lowest of the compared OMol25 structures with the same formula, charge and spin, the calculation gives 24.8 kcal/mol. As for the SMILES: C=CO.S. For the LUMO energy, the calculation gives 0.0283 hartree. As for the multiplicity: 1.

***

Molecular formula: C2H6OS2
Method: DFT, the ωB97M-V functional and the def2-TZVPD basis

The geometry in XYZ format:
```
11
Properties=species:S:1:pos:R:3:forces:R:3
O 1.677837 -0.290864 1.101652 -0.5092 1.1460 -0.5792
C 1.378122 0.808833 0.566595 4.5976 -1.9865 0.9939
C 1.927100 1.082179 -0.807182 0.2243 0.1590 -0.5484
H 1.533018 1.657854 1.268240 -1.5182 0.4279 -0.1912
H 1.850707 0.189591 -1.432371 -0.1228 0.1139 0.0517
H 3.006484 1.252035 -0.637816 -0.4036 0.0427 -0.0905
H 1.517089 1.957356 -1.326477 -0.0215 -0.1932 0.2037
S -1.745434 -1.275162 -0.626914 0.1372 1.5252 0.3468
S -0.786631 0.534496 0.287723 -2.7870 -1.5521 -1.1477
H -0.732524 -1.959832 -1.177837 0.4332 0.3344 0.1527
H -0.499583 -0.252325 1.295847 -0.0300 -0.0173 0.8083
```
Positions in Å, forces in eV/Å.

The highest occupied orbital energy comes out at -9.310 eV. The value obtained for the total energy is -25886.80259 eV. The value obtained for the gap between HOMO and LUMO is 8.14 eV. For the energy above the lowest of the compared OMol25 structures with the same formula, charge and spin, the calculation gives 43.7 kcal/mol. For the LUMO energy, the calculation gives -0.0428 hartree. As for the multiplicity: 1.

***

Number 1: F_max 0.045 Eh/bohr. Number 2: F_max 0.085 Eh/bohr. Number 3: F_max 0.099 Eh/bohr.